No. 1
C5H7NO2 | the ωB97M-V functional and the def2-TZVPD basis

Structure (XYZ):
```
15
Properties=species:S:1:pos:R:3:forces:R:3
C 1.923 0.489 -0.060 0.24 -0.04 -0.16
C 2.037 -0.891 0.009 0.34 0.20 -0.01
C 0.620 0.898 -0.205 -3.25 -5.27 0.88
C -0.215 -0.636 -0.018 2.02 5.54 -0.76
C -2.447 -0.020 0.023 -0.22 0.31 0.12
N 0.811 -1.485 -0.008 -0.33 -0.36 -0.02
O -0.007 2.096 -0.156 0.23 0.37 -0.07
O -1.481 -0.998 -0.313 0.81 -0.55 -0.03
H 2.770 1.153 -0.055 0.16 0.07 0.05
H 2.928 -1.479 0.088 0.07 -0.14 0.04
H -2.199 0.938 -0.440 -0.03 -0.08 0.04
H -2.504 0.107 1.109 -0.01 0.00 -0.09
H -3.400 -0.382 -0.363 0.08 0.01 0.06
H 0.688 -2.487 -0.037 -0.02 0.10 -0.01
H 0.476 2.699 0.426 -0.10 -0.16 -0.04
```
Forces are in eV/Å.

Output
orbital gap = 7.47 eV
E_LUMO = 0.9 eV
energy relative to the best compared isomer or geometry (same formula, charge and spin) = 67.70 kcal per mole
E_tot = -10880.681 eV

=====

No. 2
C5H7NO2 | the ωB97M-V functional and the def2-TZVPD basis

Structure (XYZ):
```
15
Properties=species:S:1:pos:R:3:forces:R:3
C 0.801 -1.139 1.489 0.13 -0.16 0.06
C 0.066 0.018 2.064 -0.06 0.09 0.14
C -0.480 -0.024 -0.554 -0.18 0.13 -0.78
C -0.504 -0.705 0.872 0.92 1.94 -2.36
C 0.192 0.893 -1.359 -0.56 -2.30 4.20
N -0.218 1.077 -2.705 -0.40 -0.05 -0.54
O 0.458 1.833 -3.371 0.22 0.25 -0.17
O -1.196 0.483 -3.112 -0.25 -0.08 -0.31
H 1.707 -0.954 0.934 0.02 0.04 -0.09
H 0.790 -2.077 2.023 -0.01 -0.03 0.08
H -0.442 -0.106 3.009 -0.04 -0.06 0.03
H 0.456 1.011 1.902 0.02 0.02 -0.07
H -1.300 -0.465 -1.126 0.17 0.11 -0.01
H -1.369 -1.334 0.993 -0.03 0.01 0.02
H 1.038 1.488 -1.060 0.06 0.09 -0.20
```
Forces are in eV/Å.

Output
orbital gap = 9.80 eV
E_LUMO = -0.4 eV
energy relative to the best compared isomer or geometry (same formula, charge and spin) = 111.69 kcal per mole
E_tot = -10878.774 eV

=====

No. 3
C5H7NO2 | the ωB97M-V functional and the def2-TZVPD basis

Structure (XYZ):
```
15
Properties=species:S:1:pos:R:3:forces:R:3
C 0.840 1.131 0.492 0.72 -2.48 -2.46
C -0.041 0.138 0.275 0.32 1.19 0.31
C 0.733 -0.673 -0.684 1.59 2.66 -0.45
C 1.861 0.487 -0.584 -2.23 -1.13 -0.02
C -1.408 -0.296 0.611 1.24 -1.59 0.62
N 3.100 -0.098 0.046 1.42 0.70 1.56
O 4.119 0.581 0.043 -0.60 0.10 -0.84
O 3.040 -1.122 0.719 -0.77 0.37 -1.00
H 0.823 2.047 1.000 0.18 1.08 0.66
H 1.013 -1.653 -0.424 0.44 -1.09 0.52
H 0.330 -0.644 -1.669 -0.56 -0.20 -0.95
H 1.991 0.972 -1.615 0.58 -0.40 1.98
H -1.627 -0.223 1.675 -0.01 -0.25 0.02
H -1.231 -1.357 0.256 -1.71 0.75 0.81
H -2.177 0.218 0.090 -0.63 0.28 -0.77
```
Forces are in eV/Å.

Output
orbital gap = 10.35 eV
E_LUMO = 0.4 eV
energy relative to the best compared isomer or geometry (same formula, charge and spin) = 118.58 kcal per mole
E_tot = -10878.475 eV

=====

No. 4
C5H7NO2 | the ωB97M-V functional and the def2-TZVPD basis

Structure (XYZ):
```
15
Properties=species:S:1:pos:R:3:forces:R:3
C 0.289 -1.604 0.419 -0.59 0.61 -1.48
C 1.408 -0.763 0.298 -2.46 -0.74 -0.15
C -1.163 -0.022 -2.736 1.65 3.04 0.77
C -0.692 -0.632 0.259 0.10 0.47 -0.21
C 0.261 1.268 1.404 -2.58 0.59 1.21
N 0.374 0.421 0.226 0.97 -1.99 3.19
O -1.949 -0.696 -3.191 -1.63 -2.22 -0.87
O -0.450 0.826 -2.357 -0.04 -0.74 -0.34
H 0.158 -2.656 0.411 0.16 -0.84 0.30
H 2.313 -0.849 0.819 1.10 0.83 0.87
H -1.628 -0.401 -0.274 0.50 -0.67 0.56
H -0.766 1.819 1.467 1.88 -0.83 -0.56
H 0.233 0.589 2.259 -0.06 -0.19 -0.21
H 1.040 1.947 1.647 0.96 0.72 -0.67
H 0.573 0.753 -0.652 0.05 1.97 -2.41
```
Forces are in eV/Å.

Output
orbital gap = 7.24 eV
E_LUMO = 0.5 eV
energy relative to the best compared isomer or geometry (same formula, charge and spin) = 94.69 kcal per mole
E_tot = -10879.511 eV

=====

No. 5
C5H7NO2 | the ωB97M-V functional and the def2-TZVPD basis

Structure (XYZ):
```
15
Properties=species:S:1:pos:R:3:forces:R:3
C -0.286 -0.342 1.564 3.46 -2.42 2.28
C 0.665 -0.640 0.219 -2.66 0.48 -0.57
C 0.326 1.433 -0.925 0.26 1.30 4.25
C -0.685 0.528 -1.359 -0.16 -6.42 -1.36
C -0.376 -0.766 -0.927 -1.14 1.68 1.48
H -1.155 -1.954 1.114 -0.06 -1.37 -1.97
H 1.460 -1.458 0.122 -1.23 0.74 1.24
H 1.374 0.860 1.169 -0.95 1.33 -4.32
H 0.925 1.662 -1.748 0.95 1.48 -1.18
H -0.063 2.234 -0.244 0.16 0.29 -1.53
H -1.186 0.417 -2.322 -0.58 1.37 0.32
H -0.992 -1.704 -1.011 0.77 1.12 -0.69
N 1.145 0.659 0.037 3.62 0.32 2.78
O -1.086 -1.336 1.795 -2.27 0.16 2.30
O -0.065 0.406 2.517 -0.15 -0.06 -3.03
```
Forces are in eV/Å.

Output
orbital gap = 8.90 eV
E_LUMO = 0.5 eV
energy relative to the best compared isomer or geometry (same formula, charge and spin) = 87.90 kcal per mole
E_tot = -10879.805 eV

=====

No. 6
C5H7NO2 | the ωB97M-V functional and the def2-TZVPD basis

Structure (XYZ):
```
15
Properties=species:S:1:pos:R:3:forces:R:3
C 0.927 0.867 1.470 1.55 -1.38 -1.38
C 1.488 0.022 0.804 -0.33 0.95 1.61
C -1.097 1.567 -0.732 -1.56 -1.01 -0.19
C -1.238 0.268 -0.137 -1.02 -1.45 -1.06
C 2.076 -1.086 0.120 -2.17 -1.79 -2.74
N -1.634 -0.963 -0.421 -0.98 1.49 2.77
O -1.013 -1.783 -1.164 -0.18 -0.33 -0.35
O -1.847 1.261 0.521 -0.19 -0.11 0.36
H 0.548 1.757 1.841 -0.60 0.84 0.71
H -0.205 2.134 -0.585 0.25 0.44 -0.28
H -1.897 1.699 -1.492 1.34 0.60 0.03
H 1.597 -1.153 -0.922 1.09 0.74 0.85
H 1.619 -2.046 0.374 0.11 0.06 1.04
H 3.128 -1.253 0.057 0.70 0.57 0.17
H -2.450 -1.294 0.267 2.00 0.36 -1.55
```
Forces are in eV/Å.

Output
orbital gap (alpha / beta) = 8.74 / 8.74 eV
E_LUMO (alpha / beta) = 0.5 / 0.5 eV
energy relative to the best compared isomer or geometry (same formula, charge and spin) = 171.01 kcal per mole
E_tot = -10876.202 eV